# 1
# F6N3O12S6Sn

F6N3O12S6Sn as an isolated structure at a distorted geometry (ωB97M-V/def2-TZVPD, OMol25).

XYZ file:
```
28
Properties=species:S:1:pos:R:3
O -1.61642 7.14733 -2.48941
S -0.43017 6.86045 -3.23793
O 4.69662 5.67522 -8.82114
S 0.02347 4.80969 -2.24774
F 4.98069 4.54121 -6.76253
S 5.38098 8.13581 -6.90197
N 0.92012 5.89660 -2.67020
O 2.24243 2.79993 -7.53028
O 2.69081 0.80631 -5.59785
O 0.25049 2.60855 -6.12283
S 2.76801 1.89865 -4.62399
O 6.90692 5.57760 -7.70468
Sn 3.47360 5.94321 -4.07390
F 1.23284 3.76775 -2.01412
O -0.60499 6.72860 -4.72859
O 6.44693 8.83409 -6.18158
F 4.40416 2.29978 -4.53135
S 5.48066 5.86008 -7.60243
O 5.13658 8.42740 -8.32989
F 0.23936 8.30579 -3.05834
O -0.69969 4.07532 -3.29144
F 4.14929 8.89310 -6.43221
O -0.49716 4.84344 -0.88923
N 2.31716 3.43061 -5.11657
O 2.55245 1.56547 -3.26162
N 4.99999 6.85151 -6.31179
F 1.11553 4.66224 -6.54099
S 1.56305 3.12924 -6.30622
```

For the calculated total energy, the calculation gives -4269.5606 a.u. The HOMO energy comes out at -0.297 Eh. The calculation puts the HOMO-LUMO gap at 0.206 Eh. Its total charge is -1.

Here are the natural (NBO) charges for atoms 1 to 4, given in e: number 1, O, carries -0.827; number 2, S, carries 2.310; number 3, O, carries -0.806; number 4, S, carries 2.401


# 2
# C23H38BBrF2N2O13P

A 4-piece molecular cluster, C23H38BBrF2N2O13P overall at a distorted geometry (ωB97M-V/def2-TZVPD, OMol25).

XYZ file:
```
81
Properties=species:S:1:pos:R:3
H 3.72800 -7.27715 -4.41840
O 1.79300 -3.36996 -0.85870
H 1.73437 -6.57721 -7.69060
H -2.80792 1.57728 -2.31755
C 0.23236 5.99534 2.50943
H 1.45987 -6.50935 -4.91270
O 5.31841 1.23303 1.40081
C -5.42067 2.37545 5.64576
H -3.67414 5.14845 6.06209
H 1.08274 5.43908 2.11428
O 1.95302 -4.45386 -2.80786
N -1.12400 0.57235 1.89986
F -2.56682 2.45216 -0.53192
H 1.12316 5.71347 4.49647
H 3.57584 -3.84964 -1.75596
H -1.69502 0.03571 1.25732
C -0.54469 -1.59127 -1.31633
O -7.48341 3.59001 5.16069
C 3.63859 -6.36174 -5.00828
N 5.20023 0.92978 0.26718
C 1.47980 -1.22271 0.29765
H -0.12648 -2.14802 -2.15498
H 4.31643 1.37406 -2.26708
H -0.97938 4.85881 1.07065
C 3.77503 0.74200 -1.56432
Br 2.03603 1.62554 -3.82714
F -1.39214 -2.10511 0.88688
H -5.24421 1.84397 4.70959
H -5.90771 1.71301 6.35556
H 0.34152 7.03725 2.21454
H -0.43456 2.33425 -2.00648
H -2.50873 -4.26628 -0.75821
H -3.26042 -2.73688 -0.37051
O 4.34200 -7.11585 -8.28484
H -1.90829 6.03458 2.04244
C 0.20356 0.83951 -0.64793
H 2.10489 -0.41037 0.65940
H -3.67972 4.30352 4.50464
H 4.24572 -0.24049 -1.60360
C -2.44694 -3.19338 -0.93349
H -3.23949 2.44845 6.00558
O -2.04873 3.36372 3.04362
H -2.55873 -2.97925 -1.99257
H -0.40952 6.60745 4.50908
C -4.15371 4.36278 5.48209
C -1.12354 -2.63927 -0.38331
O -0.56743 4.57331 4.20679
H 0.90980 -1.57363 1.15649
C -1.06547 5.33979 2.04172
C 0.59701 -0.67438 -0.83130
H -1.76332 1.15296 2.43154
H 2.03441 1.72125 1.26052
H -0.44643 -3.47480 -0.24205
H -4.24271 3.16433 7.26972
O 4.51359 -6.47617 -6.14998
C 2.24481 -6.18117 -5.58850
C -6.30313 3.57575 5.35291
H 2.07405 -5.12799 -5.80946
C 2.48142 -3.90119 -1.86621
O 1.32624 1.35745 1.81348
C -0.77128 1.33818 -1.72628
O -5.54674 4.69589 5.30886
H -0.68403 0.71794 -2.61878
H 2.93244 -2.70797 0.75175
C 0.15054 5.80622 4.01960
C 3.81719 -6.87517 -7.23713
C -4.14720 3.01775 6.19212
C -2.24936 1.40420 -1.39320
H -2.63350 0.47025 -0.97487
H 2.10447 -8.03583 -6.74195
O 3.99188 1.30057 -0.23106
O 1.48023 -0.54874 -1.97145
P -0.10050 1.63202 1.03011
C -1.30569 4.29732 3.10742
C 2.45408 -2.30001 -0.14226
H -1.37898 -1.01849 -1.71276
H 3.95556 -5.51888 -4.40221
H 3.23199 -1.87949 -0.76970
O 1.45971 1.47410 -0.88781
C 2.34381 -6.98077 -6.88724
B 2.15700 0.73219 -1.94166
```

For the calculated total energy, the calculation gives -5126.9737 a.u. The HOMO energy comes out at -0.190 Eh. The calculation puts the HOMO-LUMO gap at 0.273 Eh. Its total charge is -1.

Here are the Löwdin charges for atoms 1 to 4, given in e: number 1, H, carries 0.126; number 2, O, carries -0.023; number 3, H, carries 0.122; number 4, H, carries 0.116


# 3
# C5H7N3O

One molecule with the formula C5H7N3O at a distorted geometry (ωB97M-V/def2-TZVPD, OMol25).

XYZ file:
```
16
Properties=species:S:1:pos:R:3
N -0.55689 -0.67762 -0.06527
O -1.44757 1.45517 -0.31915
H 3.23143 2.04657 0.11549
H -3.04728 -0.82585 0.92462
C -1.59589 0.22805 -0.11307
H 3.97908 -0.99587 -0.24480
C 2.88883 -0.43658 -0.20009
C -2.96358 -0.41778 0.08664
C 0.72614 -0.30893 -0.02048
H 0.57992 1.61578 0.14771
H -3.63781 0.19015 -0.13629
H -0.79439 -1.31370 0.48574
N 1.79273 -1.17125 -0.15958
N 1.23464 0.96727 0.14165
C 2.59658 0.95213 0.07775
H -2.98595 -1.30753 -0.72087
```

For the calculated total energy, the calculation gives -434.1369 a.u. The HOMO energy comes out at -0.295 Eh. As for the SMILES: CC(=O)Nc1ncc[nH]1. The calculation puts the HOMO-LUMO gap at 0.319 Eh. Its total charge is 0.

Here are the natural (NBO) charges for atoms 1 to 4, given in e: number 1, N, carries -0.583; number 2, O, carries -0.622; number 3, H, carries 0.239; number 4, H, carries 0.207


# 4
# C3H10N2O

A 2-piece molecular cluster, C3H10N2O overall at a distorted geometry (ωB97M-V/def2-TZVPD, OMol25).

XYZ file:
```
16
Properties=species:S:1:pos:R:3
H -2.58997 -0.21909 -0.34776
H -1.54679 -1.66526 1.51040
O 1.66115 0.23138 0.05084
H 4.91443 0.67723 -0.59592
N -2.53796 -1.20003 -0.22367
H 4.13036 -0.57825 0.53055
C 2.64157 1.92474 -1.09108
H -2.96919 -1.72175 -1.01051
H 2.98426 1.82696 -2.16235
H 1.58131 2.05450 -1.10651
H -0.37376 -1.43976 0.16309
N 2.71951 0.73112 -0.38210
C -1.42223 -1.79017 0.41519
H -1.46567 -2.94403 0.33966
H 3.19196 2.70725 -0.56730
C 4.22444 0.30454 0.09486
```

For the calculated total energy, the calculation gives -304.8555 a.u. The HOMO energy (alpha / beta) comes out at -0.310 / -0.309 Eh. As for the SMILES: C=[N+](C)[O-].CN. The calculation puts the HOMO-LUMO gap (alpha / beta) at 0.325 / 0.300 Eh. Its total charge is 0.

Here are the natural (NBO) charges for atoms 1 to 4, given in e: number 1, H, carries 0.366; number 2, H, carries 0.176; number 3, O, carries -0.397; number 4, H, carries 0.175


# 5
# C4H9N2OS

An isolated ion of composition C4H9N2OS and charge -1 at a distorted geometry (ωB97M-V/def2-TZVPD, OMol25).

XYZ file:
```
17
Properties=species:S:1:pos:R:3
H 1.56052 2.22900 -0.79947
H -1.81518 -0.33406 1.29684
C 1.31870 0.58400 0.50504
H 3.02968 2.12125 0.04002
H 0.82739 -1.79954 0.61388
H -0.56928 -2.41374 1.42182
H -0.34812 1.71637 0.40482
C -1.49137 0.05064 -0.97932
N 1.93619 1.77115 0.01708
O 2.09146 -0.33424 0.76229
N 0.00449 0.74976 0.65036
H -0.51690 -2.21936 -0.47799
H -0.62894 0.32332 -1.53192
C -0.20936 -1.76000 0.55637
C -1.01559 -0.49773 0.42016
S -2.15818 -1.06511 -2.14951
H -2.01549 0.87829 -0.75046
```

For the calculated total energy, the calculation gives -740.7208 a.u. The HOMO energy comes out at -0.090 Eh. As for the SMILES: C[C@H](C[S-])NC(N)=O. The calculation puts the HOMO-LUMO gap at 0.220 Eh. Its total charge is -1.

Here are the natural (NBO) charges for atoms 1 to 4, given in e: number 1, H, carries 0.367; number 2, H, carries 0.187; number 3, C, carries 0.768; number 4, H, carries 0.388


# 6
# C9H16CrN3Se

C9H16CrN3Se as an isolated structure at a distorted geometry (ωB97M-V/def2-TZVPD, OMol25).

XYZ file:
```
30
Properties=species:S:1:pos:R:3
H 0.24041 -2.09391 -3.49649
H -1.37178 -0.43507 5.45312
C -0.13067 1.21677 2.21243
H -0.56646 3.12246 3.07412
H -0.72591 0.60109 -5.58061
C -1.00565 0.01482 4.53468
H 1.79386 -2.23706 0.70607
H 1.76874 -1.68556 -3.70127
H -1.46664 1.44615 -4.09060
C 0.76999 0.36628 0.29282
C -0.08422 -0.15782 2.34855
H -1.44158 2.01572 5.21367
H 0.44064 -2.61910 1.81288
N 0.45598 -0.65823 1.15157
H -1.82322 -0.37776 -4.35730
H -0.43057 -1.89048 3.58449
C -0.58611 2.04610 3.23160
H 1.49725 1.80492 -2.78581
H 0.72479 -1.60359 -4.91942
H 0.14452 -2.44742 0.06091
Cr 0.47249 0.66293 -3.31090
N 0.82225 -1.36568 -3.92791
H 0.46627 2.42171 0.53646
C -1.04338 1.41811 4.38687
N 0.37812 1.49571 0.94726
C -0.50031 -0.80157 3.50364
C 0.72782 -2.07114 0.91173
Se 1.78952 0.23855 -1.26974
C -1.08612 0.46808 -4.53779
H -0.23007 1.10500 -1.98504
```

Its spin multiplicity is 5. For the calculated total energy, the calculation gives -3962.5452 a.u. The HOMO energy (alpha / beta) comes out at -0.020 / -0.116 Eh. The expectation value of S² is 6.17. The calculation puts the HOMO-LUMO gap (alpha / beta) at 0.120 / 0.215 Eh. Its total charge is -1.

Here are the natural (NBO) charges for atoms 1 to 4, given in e: number 1, H, carries 0.391; number 2, H, carries 0.193; number 3, C, carries 0.127; number 4, H, carries 0.199


- Which of these has the highest calculated total energy?
  C3H10N2O


- Among the records above, which one has the highest calculated total energy?
  C3H10N2O


- What is the calculated total energy in the second record?
  -5126.9737 a.u.